[1]
19
Properties=species:S:1:pos:R:3:lowdin_charge:R:1 method="wB97M-V/def2-TZVPD" gap_ev=9.78 spin_multiplicity=1 homo_ev=-8.75 energy_ha=-327.81857
C 1.493 -1.100 -0.298 -0.12
C 0.206 -0.590 -0.632 -0.47
C -0.684 -1.114 0.312 -0.18
C -0.307 0.123 1.338 -0.05
C -0.024 0.763 0.059 -0.51
C -1.441 0.959 -0.557 -0.02
C -1.929 -0.253 -0.361 -0.04
H 2.069 -1.935 -1.315 0.17
H 1.648 -1.580 0.756 0.09
H 2.367 -0.096 -0.217 0.14
H -0.277 -0.922 -1.604 0.17
H -0.991 -2.163 0.614 0.16
H -1.148 0.580 1.923 0.12
H 0.335 -0.111 2.127 0.09
H 0.790 2.490 0.342 0.01
H 1.265 2.101 -0.964 0.13
H -1.595 1.893 -1.198 0.13
H -2.862 -0.723 -0.330 0.08
N 1.083 1.677 0.004 0.09

[2]
19
Properties=species:S:1:pos:R:3:lowdin_charge:R:1 method="wB97M-V/def2-TZVPD" gap_ev=9.15 spin_multiplicity=1 homo_ev=-8.21 energy_ha=-327.85448 smiles="CN1CC=C[C@@H]2C[C@H]21"
C -1.814 -1.655 0.133 -0.10
N -0.667 -0.767 0.409 -0.18
C -0.864 0.449 1.260 -0.18
C 0.162 1.650 1.172 -0.04
C 1.032 1.721 -0.026 0.00
C 1.278 0.270 -0.515 -0.31
C 1.218 -0.809 -1.622 -0.05
C 0.100 -0.410 -0.802 -0.40
H -2.715 -1.212 -0.347 0.07
H -1.357 -2.239 -0.779 0.11
H -2.024 -2.280 1.054 0.09
H -0.662 0.072 2.347 0.13
H -1.945 0.780 1.179 0.12
H -0.024 2.560 1.795 0.09
H 1.641 2.518 -0.442 0.07
H 1.881 -0.334 0.301 0.16
H 1.368 -0.489 -2.662 0.09
H 2.101 -1.633 -1.400 0.15
H -0.271 0.325 -1.497 0.15

[3]
19
Properties=species:S:1:pos:R:3:lowdin_charge:R:1 method="wB97M-V/def2-TZVPD" gap_ev=8.13 spin_multiplicity=1 homo_ev=-7.38 energy_ha=-327.92592 smiles="C[C@@H]1[C@]2(C)C=N[C@]12C"
C 1.651 1.748 -0.006 -0.03
C 0.565 0.668 -0.277 -0.29
C -0.672 0.250 0.415 -0.31
C -2.060 0.353 -0.139 -0.06
C -0.358 -0.414 1.692 -0.13
N 0.748 -1.042 1.505 0.10
C 0.800 -0.773 0.032 -0.23
C 0.469 -1.949 -0.923 -0.04
H 2.221 1.454 0.873 0.07
H 1.122 2.732 0.268 0.10
H 2.284 1.882 -0.834 0.05
H 0.202 0.727 -1.317 0.14
H -2.701 0.910 0.624 0.09
H -2.535 -0.677 -0.135 0.09
H -2.061 1.104 -1.012 0.10
H -0.862 -0.274 2.691 0.13
H 0.763 -1.599 -1.914 0.07
H -0.626 -2.208 -0.845 0.08
H 1.051 -2.891 -0.698 0.09

[4]
19
Properties=species:S:1:pos:R:3:lowdin_charge:R:1 method="wB97M-V/def2-TZVPD" gap_ev=9.51 spin_multiplicity=1 homo_ev=-8.60 energy_ha=-327.84274 smiles="C1=CCC2(C1)CNC2"
C 0.356 0.614 -2.011 -0.09
C 0.253 1.691 -1.152 -0.19
C 0.501 1.324 0.175 -0.19
C 0.043 -0.278 0.120 -0.36
C 0.672 -0.675 -1.223 -0.17
C -1.454 -0.205 0.749 -0.12
N -1.089 -1.581 1.364 -0.09
C 0.325 -1.346 1.290 -0.22
H -0.029 0.888 -3.188 0.16
H 0.325 2.659 -1.646 0.10
H -0.130 1.851 0.899 0.07
H 1.613 1.557 0.521 0.16
H 0.301 -1.683 -1.860 0.16
H 1.679 -1.169 -1.116 0.11
H -2.448 0.014 0.100 0.13
H -1.387 0.870 1.419 0.13
H -1.411 -1.706 2.458 0.16
H 0.825 -0.904 2.390 0.17
H 1.058 -1.922 0.710 0.08

[5]
19
Properties=species:S:1:pos:R:3:lowdin_charge:R:1 method="wB97M-V/def2-TZVPD" gap_ev="6.96 / 7.14" spin_multiplicity=1 homo_ev="-6.90 / -6.91" energy_ha=-327.91165 smiles="C=C(N)C(=C)/C=C/C"
C 1.606 0.635 -0.740 0.04
C 0.903 0.251 0.377 -0.42
N 1.631 -0.113 1.525 0.09
C -0.461 0.984 0.692 -0.29
C -0.637 2.083 1.449 0.05
C -1.392 0.125 0.059 -0.06
C -0.663 -0.997 -0.376 -0.19
C -0.970 -1.679 -1.684 -0.09
H 1.089 0.883 -1.658 0.06
H 2.683 0.747 -0.718 0.06
H 2.418 -0.719 1.327 0.09
H 1.038 -0.474 2.262 0.09
H 0.171 2.466 2.063 0.06
H -1.556 2.655 1.388 0.06
H -2.366 0.442 -0.301 0.11
H -0.318 -1.698 0.384 0.12
H -1.845 -2.325 -1.566 0.08
H -1.191 -0.957 -2.474 0.08
H -0.138 -2.309 -2.008 0.07

[6]
19
Properties=species:S:1:pos:R:3:lowdin_charge:R:1 method="wB97M-V/def2-TZVPD" gap_ev=8.77 spin_multiplicity=1 homo_ev=-7.77 energy_ha=-328.00447 smiles=CCCc1cc[nH]c1
C -0.374 2.287 0.751 -0.12
C -1.404 1.390 1.469 -0.23
C -0.933 -0.139 1.275 -0.18
C -0.064 -0.522 0.175 -0.31
C 1.135 -1.316 0.231 -0.05
C 1.543 -1.564 -1.081 -0.10
N 0.758 -0.724 -1.952 0.01
C -0.251 -0.160 -1.190 -0.09
H 0.601 2.070 1.089 0.05
H -0.639 3.402 0.953 0.10
H -0.338 2.134 -0.383 0.07
H -1.297 1.553 2.496 0.06
H -2.455 1.438 1.173 0.09
H -0.562 -0.457 2.375 0.14
H -1.950 -0.870 1.034 0.16
H 1.487 -1.677 1.144 0.08
H 2.114 -2.427 -1.466 0.10
H 0.662 -0.538 -2.923 0.13
H -0.840 0.587 -1.612 0.09